# 1
{
  "formula": "C4H14N2OS",
  "method": "ωB97M-V/def2-TZVPD",
  "elements": ["H", "O", "H", "N", "N", "H", "H", "S", "C", "H", "H", "H", "H", "H", "H", "H", "C", "H", "H", "H", "C", "C"],
  "coordinates": [[-0.085, -1.365, -0.790], [1.697, -2.315, -0.029], [-0.517, -0.964, 1.536], [-0.641, 1.339, -1.606], [-1.301, -1.388, 0.915], [1.137, 1.892, 0.067], [0.891, -2.485, -0.488], [0.659, 0.851, 2.017], [0.915, 0.880, 0.263], [-1.244, 1.150, -3.584], [-2.038, -1.062, 1.325], [-1.365, -0.291, -2.860], [-1.256, 2.131, -1.766], [-1.829, -1.164, -1.108], [1.567, 1.651, 2.511], [0.379, 0.318, -3.224], [-0.665, 0.584, -2.792], [1.706, 0.224, -0.158], [1.527, -2.866, 0.719], [-1.135, 0.976, 0.470], [-0.664, 0.661, -0.361], [-0.963, -0.941, -0.421]],
  "forces_ev_per_a": [[0.8, -0.6, -0.5], [0.5, 0.5, -0.1], [-1.4, -1.9, -0.9], [-2.4, -0.8, 1.5], [8.7, -0.7, -1.9], [0.4, 1.1, -0.7], [-0.4, -0.4, -0.9], [-0.7, -1.4, 0.9], [-0.3, -0.6, -0.4], [1.4, 0.1, 0.7], [-6.3, 2.3, 2.3], [1.1, 0.1, 1.1], [0.3, 0.5, 0.9], [0.9, 0.5, 0.6], [0.8, 0.8, -0.2], [-1.7, 0.3, 0.9], [0.2, -0.8, -4.3], [-0.9, 0.0, 0.3], [0.5, -0.6, 1.3], [-2.6, 2.4, 1.9], [4.1, -2.2, -2.6], [-2.9, 1.4, 0.5]],
  "total_charge": 1,
  "relative_energy_kj_mol": 184.4,
  "multiplicity": 2,
  "e_tot_ev": -20226.902
}

=====

# 2
{
  "formula": "C20H24Ca2ClF9N2NaO15PS2",
  "method": "ωB97M-V/def2-TZVPD",
  "elements": ["C", "H", "C", "C", "C", "N", "O", "O", "F", "H", "H", "H", "H", "Na", "H", "F", "S", "C", "H", "C", "H", "H", "S", "O", "C", "H", "H", "F", "H", "O", "C", "H", "O", "O", "H", "C", "Cl", "C", "H", "O", "C", "Ca", "C", "N", "O", "O", "H", "P", "C", "F", "H", "O", "F", "C", "C", "C", "F", "O", "H", "C", "H", "H", "O", "H", "H", "F", "F", "Ca", "C", "O", "C", "F", "H", "C", "O", "H", "O"],
  "coordinates": [[-4.063, -1.046, -0.269], [1.425, 5.292, 1.038], [3.252, 5.088, 4.014], [2.245, -1.345, -4.751], [-3.002, -1.651, 0.680], [1.107, -0.445, 0.204], [4.252, 4.378, 0.103], [0.606, -6.533, 2.697], [-3.561, -0.645, -1.417], [-4.086, -6.164, 3.495], [3.887, -1.992, -5.974], [3.452, 3.345, 5.198], [-0.879, -0.657, -5.856], [1.756, 9.219, 0.274], [5.436, 5.760, -0.939], [-3.705, -2.299, 1.633], [1.793, -1.733, -0.353], [-4.125, -5.160, 3.090], [1.019, 2.912, 1.607], [4.558, 9.076, 0.478], [-3.635, -5.157, 2.115], [2.825, -1.358, -3.842], [-0.155, 0.106, -0.644], [-0.135, -8.854, 2.024], [2.837, -1.702, -5.954], [3.857, 5.737, 4.634], [4.555, 8.515, 1.448], [-2.319, 1.331, 0.185], [4.421, 10.154, 0.825], [-8.361, -5.708, -1.104], [0.911, -0.972, -4.717], [-7.593, -3.440, -1.003], [2.951, -1.961, 0.467], [-3.445, -4.291, 4.010], [-5.170, -4.858, 2.975], [-2.086, -0.652, 1.455], [0.602, -3.378, 0.303], [1.837, 4.832, 1.926], [-3.486, -3.405, 3.646], [-0.735, -0.777, -1.608], [-7.126, -3.976, -0.187], [1.376, -3.377, 2.879], [0.740, -1.316, -7.088], [-7.588, -5.391, -0.227], [2.002, -1.848, -1.749], [-7.152, -6.128, 0.629], [3.479, 8.826, 0.080], [-0.482, -7.588, 2.784], [2.670, 5.699, 2.794], [-1.079, -1.401, 1.989], [5.793, 5.610, 0.801], [2.876, 6.867, 2.530], [-4.689, -0.044, 0.342], [3.035, 3.812, 4.315], [2.198, 2.947, 3.445], [5.003, 5.607, 0.048], [-4.974, -1.991, -0.505], [2.007, 1.780, 3.733], [-7.423, -3.566, 0.773], [-1.414, 0.496, 0.673], [4.858, 3.658, -0.083], [2.510, -1.979, -8.066], [-0.756, -8.006, 4.224], [0.455, -0.696, -3.777], [-6.049, -3.985, -0.290], [-0.724, 1.186, 1.600], [-2.789, -0.167, 2.469], [4.305, -1.160, -8.449], [0.160, -0.953, -5.885], [5.513, 8.833, -0.356], [2.074, -1.689, -7.116], [-2.304, -2.583, 0.049], [4.319, 6.419, 0.255], [1.618, 3.557, 2.229], [-1.802, -7.113, 2.176], [0.159, -1.308, -8.001], [0.154, 1.408, -1.132]],
  "forces_ev_per_a": [[-0.4, -0.1, 0.0], [0.1, 0.0, 0.0], [0.1, 0.0, 0.0], [0.1, 0.0, -0.1], [-0.4, -0.1, 0.3], [-1.1, -0.9, -0.3], [0.0, 0.2, 0.1], [0.6, 1.6, 0.1], [0.2, 0.1, 0.0], [0.1, 0.0, 0.0], [0.0, -0.1, 0.1], [0.0, 0.0, 0.0], [0.0, 0.0, 0.0], [-0.5, 0.1, 0.2], [0.0, 0.1, 0.0], [-0.2, 0.0, 0.4], [2.0, 1.5, 0.3], [0.0, 0.3, 0.0], [-0.1, -0.1, -0.1], [0.6, 0.5, 0.8], [0.0, -0.1, 0.0], [0.0, 0.0, 0.0], [-0.1, 1.4, -1.4], [-0.3, -0.5, 0.0], [-0.2, 0.0, -0.2], [0.0, 0.0, 0.0], [-0.1, -0.1, -0.1], [-0.4, -0.2, -0.5], [0.0, -0.1, -0.2], [-0.1, 0.0, -0.1], [0.0, 0.0, 0.0], [0.0, 0.0, 0.0], [-0.1, -0.7, 1.1], [0.1, -0.2, -0.1], [0.0, -0.1, 0.0], [0.0, -0.5, -0.7], [-0.5, -0.6, -0.1], [0.0, 0.0, 0.1], [-0.1, 0.1, 0.0], [-0.1, -0.9, 0.7], [-0.1, 0.0, -0.1], [-0.5, -1.4, -1.1], [-0.1, 0.0, -0.1], [0.0, 0.1, 0.0], [-0.9, -0.4, -0.1], [0.0, 0.0, 0.1], [0.3, -0.5, -0.5], [0.8, 1.6, 0.2], [0.1, 0.0, 0.0], [0.3, -0.3, 0.2], [0.0, 0.1, 0.0], [-0.3, 0.1, 0.0], [0.1, 0.3, 0.0], [0.0, 0.0, 0.0], [0.1, -0.1, 0.1], [0.0, -0.3, -0.1], [0.0, -0.1, -0.2], [0.0, 0.0, -0.1], [0.1, 0.0, 0.1], [0.7, 0.1, 0.8], [0.0, -0.1, -0.1], [-1.1, -0.7, 0.1], [-0.3, -0.4, -0.1], [0.0, 0.0, 0.0], [0.1, -0.1, 0.1], [0.3, 0.1, 0.4], [-0.1, 0.5, 0.1], [1.4, 0.7, -0.5], [0.0, 0.0, 0.0], [-0.2, -0.1, -0.2], [-0.1, 0.0, 0.5], [0.4, 0.1, -0.5], [0.0, 0.1, 0.0], [0.0, 0.1, 0.1], [-0.2, -0.4, 0.0], [0.0, 0.0, 0.0], [0.1, 0.5, 0.5]],
  "total_charge": 0,
  "e_tot_ev": -164039.564
}

=====

# 3
{
  "formula": "C3H6ClF",
  "method": "ωB97M-V/def2-TZVPD",
  "elements": ["F", "H", "C", "H", "C", "H", "C", "H", "H", "Cl", "H"],
  "coordinates": [[1.886, -0.957, -0.383], [-0.992, -1.565, -0.065], [-1.185, -0.567, 0.282], [-0.302, 1.494, -0.007], [-0.112, 0.434, -0.242], [1.792, 1.081, -0.540], [1.390, 0.243, 0.071], [-1.257, -0.552, 1.389], [1.653, 0.274, 1.116], [-2.880, -0.271, -0.258], [0.007, 0.385, -1.364]],
  "forces_ev_per_a": [[0.0, -0.3, -0.5], [0.4, -0.4, 0.0], [0.6, 0.8, 0.7], [-0.4, -0.5, 0.1], [0.3, -0.4, -1.4], [0.6, -0.6, 0.8], [-1.0, 0.7, -0.1], [0.3, -0.1, -0.7], [0.1, 0.4, 0.4], [0.4, 0.4, -0.2], [-1.1, 0.0, 0.9]],
  "total_charge": 0,
  "relative_energy_kj_mol": 31.2,
  "smiles": "FCCCCl",
  "e_tot_ev": -18447.832
}

=====

# 4
{
  "formula": "C16H22B2BrF16NO3",
  "method": "ωB97M-V/def2-TZVPD",
  "elements": ["F", "F", "O", "C", "H", "C", "H", "H", "F", "H", "H", "C", "H", "H", "F", "H", "C", "F", "C", "H", "H", "H", "F", "H", "Br", "H", "H", "C", "F", "B", "F", "C", "H", "N", "C", "F", "H", "C", "F", "H", "H", "C", "B", "H", "O", "H", "F", "C", "C", "F", "C", "H", "F", "H", "O", "F", "C", "C", "C", "F", "F"],
  "coordinates": [[0.939, 3.694, -1.711], [-0.041, 1.281, 2.705], [0.661, -0.457, 5.731], [-1.392, -2.277, -2.537], [-1.018, 1.918, -2.512], [4.762, -1.445, -2.562], [4.698, -1.764, -1.540], [0.430, -1.820, 7.145], [1.390, 3.275, 0.929], [-0.225, -0.553, -2.260], [2.455, -0.385, -1.928], [0.123, 3.181, 0.457], [0.567, -4.482, -4.409], [-2.079, -0.489, -3.535], [-2.060, -1.571, 3.945], [1.940, -0.368, -3.591], [3.675, -1.506, -3.322], [-2.256, 7.052, -1.213], [-1.573, 6.117, -1.912], [-1.957, 2.282, -1.101], [2.567, -5.431, -2.530], [3.676, -1.897, -4.323], [-0.356, 5.984, -1.353], [0.439, -2.515, 5.558], [-0.023, -1.620, -0.039], [2.928, -4.290, -1.471], [-2.677, -2.031, -4.220], [0.058, -1.672, 6.133], [-1.749, -2.520, 7.319], [1.244, -2.114, -2.563], [-1.389, 0.893, 4.379], [0.162, 2.826, -1.028], [0.270, 1.965, 4.560], [2.163, -4.660, -2.015], [-2.348, 4.799, -1.882], [0.468, -1.207, 3.631], [-1.227, -3.305, -2.824], [-0.147, -1.595, -1.993], [2.040, 0.181, 4.164], [5.662, -1.053, -2.991], [-1.024, -1.501, -4.493], [0.755, -0.142, 4.401], [1.627, -3.705, -2.930], [-2.194, -2.232, -1.820], [1.452, -4.144, -4.262], [-1.452, 6.458, -2.942], [-2.705, 4.445, -0.636], [2.358, -1.000, -2.810], [-1.841, -1.508, -3.786], [-1.923, -0.480, 6.580], [-0.099, 1.075, 4.046], [-1.997, -3.322, 4.898], [0.770, 1.610, -1.102], [-0.394, 2.407, 1.017], [-1.659, 3.788, -2.502], [-3.486, 4.981, -2.581], [-1.184, 2.684, -1.756], [-2.265, -2.276, 5.077], [-1.473, -1.712, 6.258], [-3.587, -2.216, 5.363], [-0.482, 4.367, 0.689]],
  "forces_ev_per_a": [[0.1, 0.0, 0.1], [0.1, -0.2, 0.1], [-0.6, 0.2, -0.1], [-0.1, 0.8, -0.2], [0.1, 0.0, 0.0], [0.3, -0.2, -0.4], [0.0, 1.4, 0.9], [-0.1, 0.1, 0.1], [0.0, -0.1, -0.2], [-0.1, 0.5, 0.3], [0.1, 0.3, 0.3], [0.1, 0.0, 0.4], [-0.2, 0.0, -0.3], [-0.3, 0.4, 0.0], [0.0, -0.1, 0.1], [-0.1, 0.4, -0.2], [-0.9, 0.6, 0.5], [-0.1, -0.1, 0.0], [0.1, 0.4, -0.1], [0.1, 0.1, 0.2], [-0.2, -0.4, 0.0], [0.4, 1.0, -0.9], [-0.1, 0.0, 0.0], [-0.2, 0.0, -0.2], [0.2, -0.2, -0.1], [-0.3, 0.1, 0.8], [-0.4, 0.1, -0.3], [0.5, -0.5, 0.3], [0.0, -0.3, -0.1], [0.3, 0.6, 0.7], [0.1, 0.0, -0.1], [0.0, 0.6, -0.6], [0.1, -0.1, 0.0], [0.9, 0.5, -0.7], [-0.1, -0.7, 0.0], [0.0, 0.1, -0.2], [0.2, -0.5, 0.2], [0.1, -0.3, -0.6], [0.1, 0.2, -0.1], [1.1, -1.3, -0.2], [0.2, 0.1, -0.5], [0.3, -0.6, 0.3], [-0.3, -0.5, 0.0], [-0.3, -0.2, 0.4], [-0.2, 0.0, 0.2], [-0.1, -0.1, 0.0], [-0.1, 0.2, 0.1], [-0.9, -2.3, -0.1], [0.5, -0.8, 0.5], [-0.1, 0.0, -0.1], [-0.2, 0.5, -0.1], [0.0, 0.0, 0.0], [-0.1, -0.2, 0.1], [-0.1, -0.1, -0.1], [0.5, 0.3, 0.2], [-0.1, 0.2, -0.1], [-0.4, -0.7, -0.2], [-0.3, -0.3, -0.1], [0.2, 0.7, 0.1], [0.1, 0.0, 0.1], [0.1, -0.1, -0.1]],
  "total_charge": 0,
  "smiles": "FC(F)C(F)(F)COC(F)(F)C(F)F.FC(F)C(F)(F)COC(F)(F)C(F)F.C=CCB(B(N)O)[C@H](Br)CC",
  "e_tot_ev": -139456.204
}